{
  "formula": "C35H46ClNO7",
  "method": "the ωB97M-V functional and the def2-TZVPD basis",
  "symbols": ["Cl", "O", "O", "O", "O", "O", "O", "O", "N", "C", "C", "C", "C", "C", "C", "C", "C", "C", "C", "C", "C", "C", "C", "C", "C", "C", "C", "C", "C", "C", "C", "C", "C", "C", "C", "C", "C", "C", "C", "C", "C", "C", "C", "C", "H", "H", "H", "H", "H", "H", "H", "H", "H", "H", "H", "H", "H", "H", "H", "H", "H", "H", "H", "H", "H", "H", "H", "H", "H", "H", "H", "H", "H", "H", "H", "H", "H", "H", "H", "H", "H", "H", "H", "H", "H", "H", "H", "H", "H", "H"],
  "coordinates": [[4.23797, 4.63004, -1.00595], [1.40835, 0.53597, 6.16385], [1.15510, 3.37353, 5.01091], [2.10453, -1.16830, 1.22768], [1.46007, -0.39965, -4.57281], [2.09721, -2.79592, -3.18786], [1.84298, 2.80025, 8.18184], [-0.39189, 2.46404, 1.55616], [1.63779, 1.62154, 0.66027], [2.61883, 1.62563, 8.01689], [-3.31031, -0.80562, -4.15998], [-4.29347, -1.30425, -3.07815], [1.61712, 1.13711, -0.69265], [0.30205, 2.26346, 4.79418], [0.49001, -2.87729, -1.40201], [-1.20219, -4.43432, -0.75551], [1.58220, 2.35927, -4.33773], [-4.39705, -0.33845, -1.89304], [-0.47556, -4.37950, -3.20650], [1.46794, -1.24868, 0.20758], [0.60531, 2.13139, 1.06609], [-1.91513, -1.43424, -3.99916], [1.50974, -0.72594, -2.19562], [-1.85463, -4.01253, -3.84095], [1.77236, 3.82156, 3.82672], [-0.24651, -2.93404, 0.89602], [0.54407, -2.38718, -0.09240], [1.53776, 0.10846, -3.29581], [1.66364, 1.99814, -1.80268], [1.54667, -0.23349, -0.89653], [-2.14396, -5.53587, -1.13076], [-0.38102, -3.90379, -1.77878], [2.68632, 5.33491, -3.14176], [-1.74252, -2.77730, -4.74406], [2.61361, 1.15796, 6.57894], [1.78549, 3.49192, -1.54825], [-5.10681, -1.04466, -0.70258], [0.25860, 1.34725, 5.99628], [-1.11882, -3.95258, 0.54635], [3.02091, 4.13689, -2.22924], [1.21587, 2.88186, 9.44052], [1.42741, -2.21120, -2.36789], [1.60006, 1.49479, -3.10161], [-1.64011, -6.77359, -1.43199], [-2.53112, -3.79885, -3.01812], [-1.72280, -1.52344, -2.92487], [-0.79406, -2.74859, -5.28277], [0.64450, 1.97213, 9.65826], [-2.18075, -4.86925, -4.43052], [-1.10683, -7.36007, -0.68704], [-1.72336, -7.20920, -2.42690], [2.24633, 0.82044, 8.66064], [2.89732, 1.96577, 5.90141], [-5.37540, -2.06694, -0.96331], [-0.26714, -5.44364, -3.27785], [2.57556, 2.38812, -4.78546], [-0.17343, -2.56182, 1.90913], [-4.43399, -1.08369, 0.15489], [3.37384, 0.37863, 6.48996], [-3.70331, -0.99488, -5.16059], [3.42719, 6.11329, -2.98418], [1.69320, 5.72914, -2.93035], [2.71162, 5.02551, -4.18461], [-3.22503, 0.28016, -4.05891], [1.94735, 3.05271, 10.23889], [-5.98625, -0.48746, -0.38330], [2.52171, 4.56230, 4.10043], [0.88419, 1.91893, -5.04662], [-1.76798, -4.37166, 1.30451], [3.65366, 1.85471, 8.30653], [-5.28376, -1.53071, -3.47706], [-2.52635, -2.83847, -5.50373], [1.20848, 3.35590, -4.12062], [-3.21113, -5.32058, -1.15035], [1.03341, 4.28721, 3.16347], [3.49804, 3.38110, -2.84694], [1.86344, 3.65899, -0.47997], [-3.38772, -0.10148, -1.55346], [0.02118, 1.90397, 6.90514], [-0.70852, 2.65462, 4.61306], [0.61848, 1.69148, 3.91575], [0.52495, 3.72272, 9.40916], [0.90502, 4.02558, -1.91059], [-1.19497, -0.72552, -4.41352], [0.27738, -3.89393, -3.81574], [2.31243, -0.80856, -4.76927], [-4.95515, 0.54951, -2.18492], [2.27697, 2.99958, 3.30346], [-3.88784, -2.23334, -2.67017], [-0.55930, 0.64193, 5.82901]],
  "forces_ev_per_angstrom": [[0.018, -0.132, 0.106], [-0.003, -0.061, 0.038], [0.367, -0.256, 0.013], [-0.199, 0.065, 0.160], [0.225, 0.308, 0.073], [-0.035, 0.043, -0.120], [-0.255, -0.161, -0.051], [0.092, 0.590, -0.070], [-0.484, 0.637, -0.622], [0.122, 0.256, 0.002], [-0.226, -0.077, 0.397], [0.514, 0.199, -0.036], [0.435, -0.367, -0.239], [-0.207, 0.293, 0.159], [0.020, 0.083, -0.275], [-0.298, -0.503, 1.185], [-0.465, -0.198, 0.386], [-0.428, -1.147, 0.368], [-0.329, 0.414, -0.264], [0.098, 0.052, -0.122], [-0.072, -1.079, 0.482], [-0.167, 0.411, -0.581], [-0.047, -0.582, -0.123], [1.108, -0.089, -0.059], [-0.108, 0.131, 0.074], [0.074, -0.088, 0.016], [0.098, 0.055, -0.151], [0.190, 0.399, 0.293], [-0.017, 0.604, 0.565], [-0.045, 0.118, 0.070], [0.618, -0.435, 0.265], [0.310, -0.197, 0.455], [0.152, -0.200, 0.358], [-0.541, 0.251, 0.341], [0.081, -0.049, -0.088], [0.310, -0.005, -0.357], [0.317, 0.592, -0.086], [-0.120, -0.034, 0.017], [-0.099, 0.244, 0.099], [-0.431, 0.009, -0.498], [0.090, 0.095, -0.064], [-0.097, 0.038, 0.186], [-0.116, -0.401, -0.249], [-0.418, 0.318, 0.013], [-0.431, -0.241, -0.260], [0.239, -0.087, -0.028], [0.045, -0.272, 0.040], [0.035, -0.014, 0.049], [-0.317, 0.014, 0.137], [1.696, 0.821, -0.557], [-1.693, -0.903, 0.553], [-0.031, -0.005, -0.015], [-0.082, 0.119, 0.104], [-0.185, 0.006, 0.050], [-0.116, -0.052, 0.138], [-0.052, 0.197, -0.152], [-0.014, -0.023, 0.018], [-0.058, -0.108, 0.054], [-0.023, -0.024, 0.003], [0.089, -0.032, -0.047], [-0.071, 0.123, -0.169], [0.045, 0.125, 0.069], [0.012, 0.068, -0.037], [-0.021, 0.022, -0.077], [-0.046, -0.058, 0.061], [-0.140, -0.190, -0.006], [-0.047, 0.038, 0.024], [0.177, -0.047, -0.168], [0.005, -0.081, -0.020], [0.032, -0.172, 0.034], [-0.034, 0.071, 0.000], [0.036, 0.050, -0.063], [0.243, 0.099, 0.004], [0.107, 0.494, -1.666], [0.098, -0.007, -0.114], [0.289, -0.017, 0.210], [-0.076, 0.132, 0.004], [0.014, 0.434, -0.269], [0.116, 0.131, -0.045], [-0.068, -0.220, -0.117], [0.055, -0.033, 0.033], [0.047, 0.038, -0.004], [-0.140, -0.146, 0.070], [0.140, -0.038, 0.156], [0.202, -0.077, 0.143], [-0.189, -0.315, -0.059], [0.286, 0.214, 0.004], [-0.036, 0.009, -0.035], [-0.196, -0.160, -0.097], [0.030, -0.029, -0.018]],
  "smiles": "C=Cc1ccc2c(c1CCCCCCCC)C(=O)c1c(O)c(C)c(C[C@@H](C)Cl)c(N=C=O)c1C2=O.COCCOCCOC",
  "lumo_energy_ev": -0.706,
  "e_tot_ev": -65381.80947,
  "orbital_gap_ev": 7.7,
  "charge": 0,
  "multiplicity": 1
}

{
  "formula": "C35H47FN5O8Y",
  "method": "the ωB97M-V functional and the def2-TZVPD basis",
  "symbols": ["Y", "F", "O", "O", "O", "O", "O", "O", "O", "O", "N", "N", "N", "N", "N", "C", "C", "C", "C", "C", "C", "C", "C", "C", "C", "C", "C", "C", "C", "C", "C", "C", "C", "C", "C", "C", "C", "C", "C", "C", "C", "C", "C", "C", "C", "C", "C", "C", "C", "C", "H", "H", "H", "H", "H", "H", "H", "H", "H", "H", "H", "H", "H", "H", "H", "H", "H", "H", "H", "H", "H", "H", "H", "H", "H", "H", "H", "H", "H", "H", "H", "H", "H", "H", "H", "H", "H", "H", "H", "H", "H", "H", "H", "H", "H", "H", "H"],
  "coordinates": [[0.81627, -1.96320, -0.22014], [1.21283, -6.32600, 5.03335], [-0.93721, -4.83777, -2.58439], [1.75870, -2.97230, 1.68421], [4.75321, -2.33095, 4.51751], [1.44658, -0.77480, 1.75695], [-0.15739, -2.82143, -1.91265], [-1.26515, -1.86052, 0.63731], [3.86031, -6.60565, 5.77892], [2.25362, -0.62515, -1.29869], [2.14688, -3.85831, -1.23085], [4.26474, -4.45822, 5.14183], [1.03891, -4.70258, -1.49277], [-0.20084, 0.13460, -0.69503], [2.60236, -3.07580, 4.30067], [4.99591, 0.30978, -0.40166], [-3.27684, -3.72438, 0.71988], [-4.17764, -2.48316, 0.70188], [-3.49550, -1.23276, 0.12435], [1.62759, 5.59398, -2.24031], [-2.05644, -1.05224, 0.08323], [-3.73518, 1.02045, -0.95776], [2.02545, 0.63446, -1.22501], [-0.23018, 5.28600, -0.62191], [-0.11576, -4.11201, -2.07578], [-4.10027, 3.12545, -2.28757], [2.06755, -5.31110, 4.90898], [-4.63120, -2.16474, 2.13000], [-1.51372, 0.14674, -0.57864], [-5.42897, 2.68239, -0.23289], [2.73394, 2.91824, -1.29584], [1.22199, 4.92771, -0.92001], [1.70852, -4.12697, 4.42120], [3.93085, -3.21262, 4.62834], [-5.83208, 1.34403, -2.30546], [-4.75976, 2.03285, -1.45007], [3.44796, -5.56257, 5.33126], [3.08401, 1.60627, -1.37284], [0.68394, 1.11225, -0.98495], [0.41806, 2.51534, -0.89681], [4.62818, 0.34015, -2.89648], [4.52196, 1.14941, -1.59781], [1.41315, 3.42134, -1.04451], [5.46845, 2.34284, -1.72434], [2.14516, -1.81282, 3.76208], [-5.40552, -2.84861, -0.14557], [-2.40265, 1.16782, -1.07950], [1.76696, -1.85774, 2.30106], [-4.23150, -0.18889, -0.32757], [2.09987, 5.46839, 0.21467], [5.66585, 0.03552, -3.05287], [-3.89844, -4.57287, 1.01444], [1.94327, 6.54182, 0.33731], [-3.55751, 2.72046, -3.14321], [-3.40228, 3.72257, -1.69634], [2.94638, -1.08465, 3.88529], [4.97574, 0.89508, 0.51904], [-5.32611, -1.32249, 2.13376], [6.02806, -0.00382, -0.57461], [3.52066, 3.65380, -1.40609], [-0.57173, 2.83779, -0.62015], [-0.57558, 4.86234, 0.32342], [6.48169, 1.96914, -1.87959], [4.01067, -0.55309, -2.88144], [2.69463, -3.69151, -2.07097], [-5.13877, -3.02311, 2.57430], [0.69864, -3.93076, 4.08919], [1.24716, -5.61189, -1.88231], [1.00595, 5.24046, -3.06445], [-5.13207, -3.02607, -1.18592], [-5.91126, 1.94303, 0.40911], [-0.32912, 6.37059, -0.55013], [5.23574, -4.57181, 5.39575], [-2.45494, -3.63827, 1.42366], [1.51413, 6.67806, -2.17136], [-6.19528, 3.38720, -0.55955], [-0.90951, 4.94820, -1.40790], [-1.99019, 1.99327, -1.63490], [-3.78394, -1.90848, 2.76846], [2.66827, 5.39412, -2.49710], [1.28549, -1.44768, 4.32887], [5.22542, 2.98705, -2.57171], [4.33028, 0.94731, -3.75414], [-6.48969, 2.09823, -2.74204], [-2.85235, -3.94828, -0.26039], [5.48414, 2.95852, -0.82262], [-6.18516, -2.08715, -0.12246], [-6.46243, 0.66605, -1.73119], [4.38528, -0.57726, -0.25736], [-5.39153, 0.77311, -3.12475], [-4.86545, 3.80275, -2.66912], [-5.84969, -3.76249, 0.25082], [-5.30648, -0.27294, -0.24291], [1.86215, 4.98119, 1.16171], [-4.69845, 3.22085, 0.37304], [2.71691, -4.28469, -0.50942], [3.16133, 5.31366, 0.01891]],
  "forces_ev_per_angstrom": [[0.909, -0.228, 0.322], [-0.113, 0.041, -0.037], [-0.043, -0.076, -0.133], [-0.039, 0.288, 0.093], [0.030, 0.097, -0.106], [0.056, -0.093, 0.132], [-0.442, -0.708, -0.622], [-0.058, 0.273, -0.055], [0.080, 0.053, 0.042], [-0.193, 0.097, 0.141], [-0.185, -0.028, -0.088], [0.008, 0.181, -0.089], [0.037, -0.305, 0.013], [0.066, 0.278, 0.044], [-0.243, -0.138, -0.041], [0.100, -0.019, -0.031], [-0.031, -0.168, 0.035], [0.143, 0.072, -0.114], [0.201, 0.099, -0.051], [0.015, 0.088, -0.081], [-0.204, -0.177, 0.049], [-0.263, -0.355, 0.288], [0.181, 0.047, 0.031], [-0.160, 0.101, 0.037], [0.012, 0.526, 0.154], [0.026, 0.139, -0.021], [0.386, -0.006, 0.127], [-0.025, 0.049, 0.088], [-0.163, 0.359, -0.143], [-0.026, 0.008, 0.087], [-0.038, 0.344, -0.014], [-0.033, -0.099, -0.011], [-0.110, 0.156, -0.079], [0.163, -0.217, 0.266], [-0.051, -0.002, -0.153], [0.098, -0.065, -0.076], [-0.255, -0.250, -0.101], [-0.271, -0.228, -0.076], [-0.200, 0.227, 0.039], [-0.098, -0.187, -0.009], [0.064, -0.033, -0.114], [-0.069, 0.083, 0.057], [0.342, -0.139, -0.072], [0.173, 0.046, 0.017], [0.148, 0.164, 0.224], [-0.081, 0.040, 0.033], [0.198, -0.192, 0.005], [0.022, -0.121, -0.126], [-0.155, 0.207, -0.070], [0.052, 0.028, 0.086], [0.003, 0.004, 0.016], [0.050, -0.037, -0.003], [-0.016, 0.014, -0.027], [-0.039, -0.061, -0.017], [0.001, -0.013, 0.025], [-0.040, -0.057, -0.013], [-0.031, 0.035, 0.003], [-0.008, 0.016, 0.025], [-0.001, -0.032, 0.028], [-0.063, -0.010, 0.009], [-0.005, -0.005, 0.016], [0.063, -0.009, 0.028], [0.012, 0.008, -0.002], [-0.058, -0.017, 0.066], [0.112, 0.003, 0.092], [0.006, -0.042, -0.032], [0.015, -0.017, 0.006], [0.031, 0.021, 0.014], [-0.018, -0.025, 0.004], [0.047, -0.012, -0.012], [-0.002, -0.035, -0.023], [0.000, -0.003, 0.001], [-0.001, 0.022, 0.003], [-0.070, -0.003, 0.052], [-0.026, 0.002, 0.037], [-0.011, 0.029, -0.007], [0.053, -0.017, -0.054], [0.045, -0.010, -0.005], [0.036, 0.007, -0.022], [0.018, -0.035, 0.014], [-0.008, -0.024, -0.043], [-0.046, -0.045, -0.036], [-0.017, 0.018, 0.014], [-0.006, 0.007, 0.021], [-0.037, 0.058, -0.050], [-0.019, -0.032, 0.032], [-0.002, 0.047, 0.013], [0.019, -0.015, 0.061], [-0.024, -0.017, -0.025], [0.062, 0.025, 0.009], [0.002, 0.017, 0.009], [0.006, -0.020, -0.011], [-0.034, 0.016, -0.029], [-0.032, -0.018, -0.003], [0.014, 0.016, -0.016], [0.045, 0.006, -0.041], [0.014, -0.019, -0.021]],
  "lumo_energy_ev": [-2.145, -2.146],
  "e_tot_ev": -64656.74807,
  "orbital_gap_ev": [5.7, 5.7],
  "charge": 0,
  "multiplicity": 1
}